No. 1
The molecule C15H20BrNO5S at a distorted geometry. Source: the OMol25 dataset; level of theory: ωB97M-V/def2-TZVPD.

```
43
Properties=species:S:1:pos:R:3:forces:R:3:mulliken_charge:R:1
Br 2.21235 -4.60686 0.46961 0.029 0.283 0.448 -0.076
S -1.02836 0.80266 0.00574 -1.884 5.669 -2.412 1.625
O 2.52204 -2.24861 2.40030 -4.862 -1.154 -3.686 -0.428
O -2.41160 3.65306 -2.32702 -6.430 -0.783 -12.922 -0.564
O -1.39549 1.36803 1.36464 -0.059 -2.916 -3.172 -0.742
O -2.53332 3.60533 -0.32955 -3.358 -0.089 10.646 -0.276
O -1.93647 0.83526 -1.27776 2.234 -0.943 5.115 -0.693
N 0.27506 1.85676 -0.27522 3.057 0.565 -4.134 -0.113
C -1.89631 3.73270 -1.34663 -1.185 -0.468 2.636 0.141
C -0.19019 -0.69870 0.01099 4.877 9.009 11.358 -1.209
C 0.88294 -0.72267 1.21002 -6.449 -6.965 -10.443 -1.773
C -4.17978 3.09582 1.48912 7.051 0.802 -0.061 -0.994
C -3.95418 3.35244 -0.05340 3.006 -3.200 1.563 -0.553
C -0.60672 4.02264 -1.30753 9.486 2.442 0.758 0.705
C 0.07085 2.31599 -2.83404 3.854 -1.665 -3.088 -0.144
C 1.28983 -2.99054 0.39768 -3.073 0.506 -3.359 -0.019
C 0.96901 1.70386 -1.76489 -14.330 -3.152 2.886 -1.931
C 2.71385 -1.19639 3.26898 -1.906 -2.406 -1.805 -1.123
C 1.33637 -1.91036 1.30195 7.427 -5.167 3.662 0.956
C -0.28118 -1.65916 -0.70953 -5.193 -4.081 -8.771 0.865
C 0.22094 3.36176 -0.21610 -2.838 -2.261 5.914 -1.022
C 0.07069 3.75766 -2.70665 1.654 3.929 2.201 -0.862
C 0.36067 -2.79892 -0.72593 3.964 -5.780 4.253 -0.885
H 0.73132 2.12298 -3.88693 -2.319 -0.163 2.370 0.228
H -0.95450 1.99089 -2.77478 0.103 -0.726 -0.704 0.344
H -3.95869 3.94142 2.21687 -0.520 -0.647 -1.326 0.273
H -4.54476 4.02637 -0.52315 -1.684 2.611 -1.091 0.588
H -3.40984 2.24023 1.87619 -2.007 1.932 -1.273 0.114
H 1.22361 3.72583 -0.00220 0.076 -0.077 -0.735 0.490
H 1.97960 -0.87875 3.87185 -3.510 0.545 2.273 0.403
H -5.10451 2.77014 1.55848 -4.582 -1.542 0.724 0.504
H -1.03021 -1.52929 -1.48283 -0.368 -0.148 -0.299 0.451
H -0.08904 -3.70723 -1.16023 0.914 0.701 -0.537 0.342
H 0.94729 0.01318 1.69910 1.271 10.096 7.154 1.307
H 1.11587 4.29058 -2.59161 -1.445 -1.453 -0.343 0.357
H -4.13090 2.40599 -0.55578 -0.239 -0.252 -0.039 0.258
H -0.26600 3.33611 0.96563 0.758 1.385 -3.300 0.269
H -0.38765 4.32337 -3.51319 -0.415 -0.292 0.114 0.381
H -0.52650 5.07629 -1.03857 -0.014 0.383 -0.212 0.200
H 3.42055 -1.58748 3.80200 4.771 -1.154 3.489 0.363
H 2.90827 -0.47364 2.65823 2.285 5.245 -2.819 0.492
H 1.83064 1.88992 -1.83254 12.357 4.376 0.023 1.235
H 1.05408 0.68229 -1.73936 -0.506 -2.992 -1.053 0.518
```
Positions in Å, forces in eV/Å.

Calculated values
- gap between HOMO and LUMO (Eh) = 0.3093
- molecular weight (g mol⁻¹) = 406.3
- spin multiplicity = 1
- highest occupied orbital energy (eV) = -9.27
- SMILES = CCOC(=O)[C@@H]1CCCN(S(=O)(=O)c2ccc(Br)c(OC)c2)C1
- charge = 0



No. 2
C48H34I2N6NaO3PS as an isolated structure at a distorted geometry. Source: the OMol25 dataset; level of theory: ωB97M-V/def2-TZVPD.

```
96
Properties=species:S:1:pos:R:3:forces:R:3:mulliken_charge:R:1
I 2.09667 1.13550 5.61899 0.007 0.188 0.088 0.005
I 0.74969 3.06380 -1.95642 0.217 1.015 -0.770 0.208
S -1.84657 4.58653 2.98328 -0.972 1.160 0.810 -0.560
P -1.30732 0.80806 -1.61975 -0.627 -0.970 -0.056 0.120
Na 1.23037 1.31546 0.78236 -0.832 -0.492 0.402 1.093
O 2.23934 -1.76843 0.29696 -0.188 -0.043 -0.496 -0.592
O 3.06785 -1.76389 4.37540 -0.007 -0.367 0.183 -0.690
O 2.52277 2.49939 -0.30785 0.439 0.525 -0.417 -0.461
N -0.71586 -2.00371 0.82991 -0.037 0.419 0.363 1.550
N 0.12371 0.63001 3.51602 0.489 -0.180 -0.130 0.069
N 3.10105 -0.66081 2.12615 0.451 -0.286 1.068 -0.608
N -0.33087 2.71681 1.61498 0.045 0.457 -0.300 -0.956
N 3.18551 0.51193 1.44855 0.012 0.075 -0.342 -0.301
N -0.17482 -5.71342 -2.12719 0.084 -0.051 -0.066 -0.766
C -4.05100 1.13132 -4.66649 -0.111 0.250 -0.410 -1.131
C -1.86977 -3.81683 1.88058 -0.006 -0.071 -0.020 -1.465
C 2.60698 -4.06639 4.49020 -0.046 -0.038 0.085 -0.721
C 0.19020 1.10979 4.72724 0.260 -0.025 0.285 -0.150
C 2.72436 -2.88870 3.74756 0.109 0.100 0.087 0.357
C -0.39233 4.54430 -4.28358 0.295 -0.255 0.536 -0.501
C -2.20352 4.11109 -5.75650 0.173 0.231 -0.092 -0.705
C -4.40918 -0.72262 0.47984 -0.215 -0.070 0.098 -0.705
C -3.37450 0.81820 -3.48445 0.250 0.173 0.307 -0.571
C -0.69897 -4.17064 -0.16359 -0.393 0.879 1.096 0.762
C 5.05292 3.56878 2.05292 -0.070 -0.072 -0.031 -0.800
C -0.18479 -0.24647 -2.63224 -0.073 0.018 0.122 2.164
C -0.33378 -2.81538 -0.13204 0.141 -0.747 -0.246 -0.109
C -1.05475 0.62908 2.90944 -0.588 -0.237 0.497 -1.400
C -2.21832 1.03467 3.55241 0.027 -0.110 0.000 -0.710
C -0.36958 -5.00161 -1.24463 0.264 -0.627 -0.885 -0.324
C 2.04792 -5.29863 2.50677 -0.079 -0.295 -0.141 -0.844
C -4.54812 -2.04265 0.08069 -0.148 -0.012 -0.036 -0.703
C -2.54295 2.97467 -4.99612 0.126 -0.027 0.056 0.820
C 2.48945 -2.92611 2.35945 -0.080 0.020 -0.077 0.632
C 3.67409 4.55487 -0.11382 -0.143 0.115 -0.223 -0.460
C -1.14881 4.90243 -5.39750 -0.398 -0.138 -0.283 -0.914
C 2.26790 -5.25659 3.87500 0.026 0.001 0.144 -0.369
C -0.67290 3.43520 -3.51180 0.307 0.166 0.079 0.171
C 3.39055 3.23326 0.29803 0.182 -0.129 0.075 0.281
C 4.12431 2.73841 1.42147 0.060 0.625 -0.235 0.926
C 2.16141 -4.13640 1.76611 0.019 0.051 0.016 -0.602
C -3.71246 -2.55840 -0.89663 -0.103 -0.139 -0.055 -0.523
C -3.41976 0.06124 -0.08161 0.132 0.088 -0.173 -0.791
C -0.88520 1.57328 5.46353 -0.239 0.023 -0.002 -0.444
C 0.28845 -1.67019 -4.51778 -0.087 -0.082 -0.128 -0.575
C -2.12537 1.51838 4.84591 0.141 -0.092 0.081 -0.617
C -1.46622 -2.48845 1.80506 -0.160 -0.149 0.051 -0.127
C -0.94878 3.52919 2.18083 0.732 -0.849 -0.793 0.337
C 4.59801 5.34443 0.52746 -0.010 0.054 -0.015 -0.552
C 1.57671 -1.86920 -4.04847 0.118 0.025 0.043 -0.936
C 1.11668 -0.43318 -2.17899 -0.154 0.020 -0.045 -1.287
C -1.79476 2.61939 -3.82710 -0.164 0.189 -0.295 -0.494
C -2.23880 1.49137 -3.07259 -0.552 -0.258 0.109 1.136
C 3.94137 1.41390 1.94857 0.167 -0.842 0.477 -0.326
C 2.58146 -1.70616 1.48792 0.349 0.326 -0.061 0.414
C -2.57968 -0.44176 -1.07452 0.238 0.256 0.175 0.320
C -1.47575 -4.68079 0.88162 0.104 0.194 -0.127 -0.397
C -2.73675 -1.76585 -1.47634 -0.035 0.220 -0.104 0.288
C 1.98756 -1.25075 -2.87816 0.169 -0.075 -0.017 -0.339
C -3.63143 2.18530 -5.42246 -0.212 -0.240 0.084 -0.944
C -0.59088 -0.87030 -3.81030 0.077 -0.017 -0.020 -0.796
C 5.29757 4.85697 1.62509 0.251 0.218 0.171 -0.701
H -1.77075 -5.72187 0.88467 0.014 -0.016 -0.015 0.481
H 2.78765 -4.01919 5.55641 0.011 0.032 0.032 0.403
H 0.28362 -2.38705 -0.90453 0.080 -0.078 -0.117 -0.158
H -2.80450 4.33583 -6.62805 -0.027 0.049 -0.066 0.313
H -5.32167 -2.66465 0.51134 -0.017 -0.038 0.068 0.364
H 0.46272 5.14458 -4.00897 0.082 0.078 0.003 0.382
H 3.15619 -1.06686 3.61987 0.051 0.090 -0.164 0.424
H 6.00954 5.48576 2.14489 0.046 -0.016 0.016 0.344
H -0.75660 1.96078 6.46448 0.007 -0.007 -0.063 0.410
H -1.59847 -0.73745 -4.18224 0.037 0.049 -0.019 0.385
H 5.59790 3.18591 2.90885 -0.027 -0.090 0.055 0.324
H -3.16991 1.00535 3.04515 -0.058 0.004 -0.122 0.355
H -5.08527 -0.30820 1.21711 0.048 0.025 0.083 0.385
H -3.00384 1.85310 5.37995 -0.064 0.077 -0.051 0.367
H 2.18435 -6.15901 4.47052 -0.010 -0.023 0.001 0.365
H -0.88946 5.78324 -5.97269 -0.006 -0.006 0.004 0.369
H -2.10798 -2.17929 -2.25422 0.056 -0.001 0.015 0.310
H -4.12067 2.43859 -6.35639 -0.046 0.038 0.029 0.315
H 1.46268 0.03915 -1.26930 0.095 -0.102 -0.082 0.635
H -3.28733 1.09300 0.22555 -0.017 0.033 0.129 0.608
H -3.75462 -0.00494 -2.89754 0.050 0.029 -0.090 0.571
H -4.88771 0.51792 -4.97963 -0.036 0.040 0.012 0.419
H -1.78756 -1.77692 2.55418 0.012 -0.004 0.129 0.025
H -2.50162 -4.15220 2.69090 0.052 0.001 0.066 0.472
H -1.06004 0.24282 1.90414 -0.158 -0.051 -0.217 1.986
H 2.25804 -2.50672 -4.59596 0.053 -0.024 -0.014 0.343
H -3.83568 -3.58468 -1.22042 0.057 -0.046 0.010 0.421
H 2.98324 -1.39951 -2.48944 0.077 -0.044 0.063 0.507
H 4.77536 6.35702 0.18032 -0.021 0.010 -0.013 0.375
H 4.52377 1.18195 2.85241 -0.066 -0.080 -0.065 0.272
H -0.03753 -2.13580 -5.44033 0.007 -0.056 0.010 0.399
H 2.00637 -4.13749 0.69549 0.024 0.028 -0.022 0.555
H 1.79587 -6.23398 2.02181 -0.015 -0.021 -0.024 0.439
H 3.11354 4.93812 -0.95571 -0.027 0.023 -0.079 0.148
```
Positions in Å, forces in eV/Å.

Calculated values
- gap between HOMO and LUMO (Eh) = 0.2108
- molecular weight (g mol⁻¹) = 1082.7
- spin multiplicity = 1
- highest occupied orbital energy (eV) = -2.05
- charge = -2